{
  "formula": "C3H11N2O",
  "method": "ωB97M-V/def2-TZVPD",
  "e_tot_ev": -8311.280,
  "homo_energy_ev": -13.90,
  "total_charge": 1,
  "max_force_ev_per_a": 1.24,
  "spin_multiplicity": 1,
  "symbols": ["O", "N", "N", "C", "C", "C", "H", "H", "H", "H", "H", "H", "H", "H", "H", "H", "H"],
  "coordinates": [[0.4085, 1.0843, 0.1163], [2.0761, -0.7375, 1.0002], [-1.4960, 1.5890, -1.0206], [-2.1134, 0.2700, -1.0464], [-0.3405, 1.8834, -0.4465], [1.0023, -1.7709, 0.9167], [-2.0164, 2.3991, -1.3126], [1.3339, -2.6900, 1.3814], [-0.0570, 2.9364, -0.5321], [2.8766, -1.0924, 0.4700], [2.3862, -0.5187, 1.9336], [-1.6591, -0.2710, -0.2201], [1.7493, 0.1357, 0.5436], [-1.8632, -0.2633, -1.9616], [0.8191, -1.9640, -0.1390], [-3.1911, 0.3475, -0.9757], [0.0848, -1.3376, 1.2928]],
  "nbo_charge": [-0.754, -0.679, -0.558, -0.425, 0.559, -0.417, 0.414, 0.234, 0.147, 0.429, 0.433, 0.209, 0.488, 0.215, 0.231, 0.232, 0.242]
}


{
  "formula": "C50H40IrN4O3P2S",
  "method": "ωB97M-V/def2-TZVPD",
  "e_tot_ev": -96844.869,
  "homo_energy_ev": [-9.37, -10.25],
  "total_charge": 1,
  "max_force_ev_per_a": 2.03,
  "spin_multiplicity": 5,
  "symbols": ["Ir", "S", "P", "P", "O", "O", "O", "N", "N", "N", "N", "C", "C", "C", "C", "C", "C", "C", "C", "C", "C", "C", "C", "C", "C", "C", "C", "C", "C", "C", "C", "C", "C", "C", "C", "C", "C", "C", "C", "C", "C", "C", "C", "C", "C", "C", "C", "C", "C", "C", "C", "C", "C", "C", "C", "C", "C", "C", "C", "C", "C", "H", "H", "H", "H", "H", "H", "H", "H", "H", "H", "H", "H", "H", "H", "H", "H", "H", "H", "H", "H", "H", "H", "H", "H", "H", "H", "H", "H", "H", "H", "H", "H", "H", "H", "H", "H", "H", "H", "H", "H"],
  "coordinates": [[0.2299, 0.2925, -0.7365], [0.5359, -0.5206, -2.9749], [-0.6005, 1.0436, 1.3238], [2.5144, 0.9094, -0.6755], [1.3113, 2.8953, 0.6810], [-2.0565, 0.7568, -1.8378], [-0.6240, 2.3816, -1.5296], [-1.0586, -2.2478, -4.0374], [-0.9132, -1.4885, -0.6175], [-1.2995, -2.0261, -1.7231], [-2.1199, -3.0109, -4.2508], [-2.2963, -4.3694, 1.2482], [-1.9395, 3.4351, 2.1788], [4.1592, 3.0853, 2.9999], [-0.0063, -3.8142, 1.8466], [-6.1341, -2.6153, -3.2714], [3.6174, -1.4943, 0.2351], [-1.6945, 1.9259, -1.9770], [-0.9408, 0.5676, 4.0158], [-4.4456, -1.3670, 0.5143], [0.7589, -0.0716, 5.5783], [-1.1617, -4.6866, 1.8718], [0.2730, 3.5997, 1.2457], [-0.7686, -1.6835, -2.8812], [4.5349, 1.4361, 1.2948], [2.6493, 3.4581, -3.8523], [3.2893, 1.7222, 0.7552], [1.6984, -0.0637, 4.5606], [3.0932, 1.9407, -2.0512], [-3.4252, -2.8644, -3.8590], [0.2637, 4.9737, 1.4109], [2.9163, 3.3889, 2.4674], [-1.3007, -2.0978, 0.6121], [-0.8334, 2.8259, 1.6046], [-4.3371, -3.8549, -4.2635], [2.1965, 2.7084, -2.7814], [-3.8902, -1.7487, -3.1474], [-2.2243, 0.2593, 1.2714], [-0.5639, 0.2393, 5.3027], [-5.6750, -3.7298, -3.9651], [4.1334, -2.7645, 0.0569], [-4.4438, -0.0456, 0.3231], [2.4960, 2.7239, 1.3291], [3.3769, -0.6779, -0.8688], [1.3189, 0.2440, 3.2634], [-2.5036, -3.0819, 0.5268], [-0.0022, 0.5672, 2.9862], [-1.9347, 4.8064, 2.3748], [-3.3845, -2.0625, 1.2931], [4.1197, -2.4434, -2.3214], [3.9922, 3.4506, -4.1891], [4.4499, 1.9564, -2.3651], [-0.0493, -2.6195, 1.2615], [4.9703, 2.1284, 2.4127], [-5.2380, -1.6347, -2.8723], [-2.1454, -1.1998, 1.5836], [-3.3167, 0.7806, 0.6871], [4.3795, -3.2433, -1.2200], [-0.8485, 5.5731, 1.9832], [4.8910, 2.7085, -3.4367], [3.6231, -1.1656, -2.1510], [-7.1865, -2.5070, -3.0586], [1.1125, 5.5615, 1.0962], [-2.7899, 5.2801, 2.8314], [-1.9710, 0.8157, 3.7984], [-1.9453, -3.6926, -4.9844], [-6.3707, -4.4913, -4.2824], [-3.3603, 1.8266, 0.4215], [1.9437, 4.0394, -4.4250], [5.9395, 2.7102, -3.6909], [5.1461, 1.3748, -1.7767], [0.8129, -1.9632, 1.2074], [1.0533, -0.3188, 6.5868], [5.9399, 1.9142, 2.8335], [2.2785, 4.1222, 2.9344], [-5.2679, 0.4426, -0.1747], [-3.8481, -2.4938, 2.1859], [3.4050, -1.1339, 1.2329], [-1.3046, 0.2305, 6.0877], [-3.2098, -0.9708, -2.8425], [3.4132, -0.5405, -3.0072], [2.7308, -0.2959, 4.7777], [4.4918, 3.6035, 3.8852], [5.1554, 0.6699, 0.8547], [4.7637, -4.2423, -1.3555], [-2.7934, 2.8500, 2.4859], [-3.1313, -5.0548, 1.2384], [-0.8601, 6.6440, 2.1251], [-2.3464, 2.6274, -2.5362], [-1.7675, -1.3566, 2.5966], [2.0516, 0.2400, 2.4681], [4.3335, -3.3859, 0.9159], [-5.2547, -1.9828, 0.1538], [4.3400, 4.0231, -5.0358], [4.2936, -2.8187, -3.3172], [1.1553, 2.7158, -2.5028], [0.9093, -4.1697, 2.2929], [-2.8394, -3.2671, -0.4967], [-5.5909, -0.7561, -2.3563], [-1.0709, -5.6270, 2.3907], [-3.9731, -4.7153, -4.8065]],
  "lowdin_spin": [1.374, 0.181, -0.001, 0.082, 0.015, 0.100, 0.151, 0.368, 0.507, 0.274, 0.309, 0.003, 0.000, 0.001, 0.006, 0.082, 0.012, 0.014, 0.000, -0.002, 0.000, 0.000, 0.000, 0.155, 0.002, 0.000, 0.006, 0.000, 0.019, 0.011, 0.000, 0.000, 0.045, -0.001, 0.066, 0.003, 0.076, 0.005, 0.000, -0.005, 0.000, 0.001, 0.002, 0.024, 0.001, 0.004, -0.001, 0.000, 0.001, 0.001, 0.000, 0.004, 0.027, 0.000, -0.005, 0.017, -0.001, 0.010, 0.000, 0.001, 0.014, 0.005, 0.000, 0.000, 0.000, 0.004, -0.002, 0.000, 0.000, 0.000, 0.000, 0.008, 0.000, 0.000, 0.000, 0.000, 0.000, 0.000, 0.000, 0.008, 0.002, 0.000, 0.000, 0.000, 0.001, 0.000, 0.000, 0.000, 0.007, 0.000, 0.000, 0.000, 0.000, 0.000, 0.000, 0.001, 0.001, 0.000, -0.002, 0.000, 0.003]
}


{
  "formula": "C5H7ClO2",
  "method": "ωB97M-V/def2-TZVPD",
  "e_tot_ev": -21909.266,
  "homo_energy_ev": [-6.18, -8.84],
  "max_force_ev_per_a": 4.45,
  "spin_multiplicity": 3,
  "symbols": ["Cl", "O", "O", "C", "C", "C", "C", "C", "H", "H", "H", "H", "H", "H", "H"],
  "coordinates": [[-4.5684, -0.7021, 2.7946], [0.1018, 1.1742, 0.4553], [-1.0481, 0.9516, 2.3892], [0.5358, 0.8205, -0.8723], [-3.1656, -0.0247, 2.1009], [1.0431, -0.6373, -0.9810], [-2.1752, 0.4354, 2.9431], [-0.8750, 0.5842, 1.1503], [0.3016, -1.4350, -0.5993], [1.9584, -0.6988, -0.4283], [-1.7992, -0.0650, 0.8116], [-0.1461, 1.0936, -1.6386], [-2.1925, 0.5646, 4.0016], [1.3141, -0.8989, -2.0903], [1.4277, 1.4098, -0.9185]],
  "nbo_charge": [0.046, -0.505, -0.460, -0.054, -0.121, -0.642, -0.008, 0.341, 0.221, 0.214, 0.159, 0.179, 0.218, 0.218, 0.194]
}


{
  "formula": "C14H22N3",
  "method": "ωB97M-V/def2-TZVPD",
  "e_tot_ev": -19337.811,
  "homo_energy_ev": -11.51,
  "total_charge": 1,
  "max_force_ev_per_a": 1.77,
  "spin_multiplicity": 1,
  "symbols": ["N", "N", "N", "C", "C", "C", "C", "C", "C", "C", "C", "C", "C", "C", "C", "C", "C", "H", "H", "H", "H", "H", "H", "H", "H", "H", "H", "H", "H", "H", "H", "H", "H", "H", "H", "H", "H", "H", "H"],
  "coordinates": [[-0.5389, -0.7632, -3.4398], [0.1192, 0.2089, -1.3541], [-0.3703, -2.1149, -1.7047], [-0.9414, 2.2136, 4.4231], [-0.9788, -2.9359, -2.7250], [-1.0621, -2.0117, -3.9362], [1.8263, 0.4255, 0.6673], [0.3348, 1.4326, 2.4702], [-0.7819, 0.6117, 2.1228], [-2.0033, 1.3691, 4.0770], [-1.9136, 0.5718, 2.9286], [-0.3299, 0.3683, -4.3036], [-0.1047, -2.6530, -0.3912], [0.1920, 2.2759, 3.6288], [2.6734, 2.2456, 2.2015], [-0.2136, -0.8198, -2.1039], [1.5460, 1.3759, 1.7437], [-1.9848, -3.2611, -2.4128], [0.4316, -3.6116, -0.4981], [3.5485, 2.1445, 1.5475], [-0.7258, 0.0269, 1.1959], [0.5161, -1.9688, 0.1979], [-1.0119, 2.8430, 5.3122], [-2.9071, 1.3479, 4.6905], [2.3768, 3.3023, 2.2319], [0.2619, 0.0781, -5.1803], [1.0124, 2.9447, 3.9024], [2.8246, 0.6246, 0.2348], [-1.2774, 0.7844, -4.6658], [0.1862, 1.0272, -1.9355], [-2.1042, -1.9094, -4.2788], [-0.3700, -3.8238, -2.9483], [-1.0470, -2.8491, 0.1504], [1.0426, 0.4798, -0.1972], [1.7859, -0.6222, 1.0135], [0.2148, 1.1314, -3.7468], [2.9917, 1.9782, 3.2195], [-0.4736, -2.3923, -4.7839], [-2.7445, -0.0749, 2.6467]],
  "nbo_charge": [-0.418, -0.852, -0.414, -0.232, -0.210, -0.209, -0.775, -0.240, -0.035, -0.097, -0.239, -0.398, -0.400, -0.087, -0.709, 0.659, 0.431, 0.200, 0.216, 0.245, 0.230, 0.209, 0.241, 0.239, 0.254, 0.212, 0.226, 0.233, 0.207, 0.361, 0.203, 0.207, 0.198, 0.362, 0.268, 0.203, 0.273, 0.203, 0.235]
}